[1]
Entry from the OMol25 dataset: C3H5NO2 as an isolated structure at a distorted geometry (ωB97M-V/def2-TZVPD).

The maximum force comes out at 6.96 eV/A. The value obtained for the gap between HOMO and LUMO is 9.67 eV.

Each line ends with the natural charge from an NBO analysis.
Atoms and positions in Å:
1 C -2.48797 -0.00310 -0.21444  0.90
2 C -0.26333 -1.07091 0.25961  0.45
3 C 0.06567 -1.22221 1.53684  -0.48
4 N -1.33455 -0.37550 -0.22966  -0.59
5 O -3.58795 0.38696 -0.24927  -0.50
6 O 0.51118 -1.68670 -0.65746  -0.67
7 H -2.85473 2.51864 -1.77495  0.02
8 H -0.68578 -0.77938 2.32524  0.20
9 H 0.82342 -1.75704 1.86934  0.21
10 H -2.69884 1.73397 -1.54663  -0.02
11 H 0.50537 -1.27321 -1.55399  0.49

***

[2]
Entry from the OMol25 dataset: a 4-piece molecular cluster, C12H32O4 overall at a distorted geometry (ωB97M-V/def2-TZVPD).

The maximum force comes out at 3.41 eV/A. The value obtained for the gap between HOMO and LUMO is 10.49 eV.

Each line ends with the natural charge from an NBO analysis.
Atoms and positions in Å:
1 C 2.87871 2.43444 6.57379  -0.63
2 C 2.61692 1.47587 5.43011  0.09
3 C 1.65322 0.36190 5.86809  -0.64
4 O 2.29626 2.13932 4.22298  -0.72
5 H 3.54903 3.26491 6.35219  0.22
6 H 3.42997 1.91796 7.35958  0.21
7 H 2.00459 2.92978 6.99645  0.21
8 H 3.46064 0.85261 5.13383  0.15
9 H 0.58444 0.52400 5.72833  0.21
10 H 1.92025 0.04123 6.87505  0.22
11 H 1.88090 -0.51878 5.26754  0.20
12 H 1.78791 1.51371 3.70165  0.47
13 C -2.98195 -0.54681 2.28608  -0.63
14 C -3.45653 0.93568 2.32178  0.09
15 C -3.82003 1.37507 3.69898  -0.63
16 O -2.28019 1.64361 2.11957  -0.72
17 H -3.72353 -1.30337 2.54251  0.21
18 H -2.16344 -0.77806 2.96773  0.22
19 H -2.61032 -0.75284 1.28231  0.21
20 H -4.19475 1.17007 1.55486  0.16
21 H -4.51505 0.64198 4.10841  0.21
22 H -4.28290 2.35177 3.55781  0.20
23 H -2.99144 1.43062 4.40499  0.22
24 H -2.62872 2.53509 2.04627  0.46
25 C -1.08006 -3.20687 -8.72795  -0.62
26 C -0.14762 -3.88704 -7.80183  0.09
27 C 0.43853 -2.87886 -6.80829  -0.63
28 O -0.59578 -5.05856 -7.19075  -0.72
29 H -0.69548 -2.25632 -9.09761  0.22
30 H -2.05216 -3.02705 -8.26884  0.21
31 H -1.15303 -3.81381 -9.63039  0.21
32 H 0.70770 -4.24046 -8.37770  0.14
33 H 1.29983 -2.28920 -7.12222  0.22
34 H 0.80219 -3.39777 -5.92140  0.19
35 H -0.31046 -2.15852 -6.47930  0.20
36 H -0.24456 -5.12213 -6.29957  0.47
37 C 0.48444 0.69118 -1.85504  -0.63
38 C 1.55019 0.83530 -0.76850  0.10
39 C 1.89639 2.34304 -0.58075  -0.66
40 O 1.07374 0.44238 0.52895  -0.73
41 H -0.48068 1.01468 -1.46517  0.21
42 H 0.34382 -0.37254 -2.04695  0.21
43 H 0.85909 1.10117 -2.79293  0.21
44 H 2.38792 0.24002 -1.13174  0.18
45 H 2.71838 2.54970 0.10461  0.22
46 H 1.20300 2.92933 0.02222  0.21
47 H 2.25184 2.91557 -1.43746  0.21
48 H 0.32880 1.00701 0.74770  0.47

***

[3]
Entry from the OMol25 dataset: a 2-piece molecular cluster, C6H16N2 overall (ωB97M-V/def2-TZVPD).

The maximum force comes out at 0.33 eV/A. The value obtained for the gap between HOMO and LUMO is 9.14 eV.

Each line ends with the natural charge from an NBO analysis.
Atoms and positions in Å:
1 C 3.18321 -0.31492 -0.19027  -0.52
2 C 1.94579 -0.00137 -0.56603  0.01
3 N 1.37720 -0.26679 -1.81284  -0.61
4 C 0.64832 0.86291 -2.38881  -0.41
5 H 3.87774 -0.75903 -0.89654  0.18
6 H 3.55394 -0.10751 0.80643  0.20
7 H 1.25201 0.44429 0.13863  0.20
8 H 2.08168 -0.60400 -2.45723  0.36
9 H 0.29578 0.58799 -3.38162  0.20
10 H -0.21185 1.08577 -1.75948  0.20
11 H 1.26690 1.76332 -2.47087  0.17
12 C -2.94388 -0.83516 0.08793  -0.61
13 C -1.98494 -0.73025 1.25897  -0.21
14 N -1.11058 0.42527 1.12369  -0.63
15 C -0.43378 0.76155 2.36704  -0.42
16 H -3.48066 -1.78598 0.13433  0.21
17 H -2.42085 -0.76858 -0.86505  0.21
18 H -3.68514 -0.04321 0.14316  0.20
19 H -1.34543 -1.61516 1.31881  0.19
20 H -2.56424 -0.68705 2.19105  0.16
21 H -1.66592 1.21875 0.82270  0.35
22 H 0.28177 1.56678 2.19790  0.20
23 H -1.10631 1.07033 3.17814  0.17
24 H 0.13835 -0.10173 2.70233  0.20

***

[4]
Entry from the OMol25 dataset: a 2-piece molecular cluster, H2N2O3 overall at a distorted geometry (ωB97M-V/def2-TZVPD).

The maximum force comes out at 6.03 eV/A. The value obtained for the gap between HOMO and LUMO (alpha / beta) is 8.39 / 8.38 eV.

Each line ends with the natural charge from an NBO analysis.
Atoms and positions in Å:
1 N -0.36341 0.21867 0.50899  -0.07
2 N 0.77535 0.00189 -0.09653  0.56
3 O 1.60218 0.91830 -0.11867  -0.42
4 O 1.00716 -1.13243 -0.43577  -0.42
5 O -1.46614 -0.55586 0.23814  -0.52
6 H -0.37210 1.90646 0.34647  0.36
7 H -1.18304 -1.35703 -0.44264  0.50

***

[5]
Entry from the OMol25 dataset: a 2-piece molecular cluster, C2H7NOS2 overall at a distorted geometry (ωB97M-V/def2-TZVPD).

The maximum force comes out at 1.25 eV/A. The value obtained for the gap between HOMO and LUMO is 9.78 eV.

Each line ends with the natural charge from an NBO analysis.
Atoms and positions in Å:
1 N 2.38537 0.21931 -1.07091  -0.82
2 C 2.25468 0.60673 0.24676  0.54
3 O 2.20530 -0.14438 1.18542  -0.59
4 H 1.92449 -0.63684 -1.36289  0.40
5 H 2.17392 0.95627 -1.73067  0.38
6 H 2.32860 1.70962 0.28752  0.10
7 C -1.38185 1.64873 -0.11278  -0.75
8 S -2.10508 0.04184 0.29557  0.11
9 S -0.64574 -1.25605 -0.33234  -0.18
10 H -1.13754 1.64983 -1.17150  0.22
11 H -2.14659 2.40283 0.07427  0.23
12 H -0.52927 1.89957 0.49996  0.22
13 H 0.10846 -1.37680 0.77492  0.16